Here is a structure of composition C16H14Cl5GaN6S5 from OMol25. Energies are from ωB97M-V/def2-TZVPD.

The geometry in XYZ format:
```
47
Properties=species:S:1:pos:R:3:forces:R:3
Ga -1.218744 1.341091 0.617504 0.016 -0.004 0.024
S -1.462633 3.246564 1.861171 0.015 0.019 -0.081
S -3.536933 3.252547 1.757959 -0.012 0.016 -0.027
S -3.846244 3.084096 -0.250559 -0.004 0.006 0.023
S -3.144761 1.156599 -0.615271 -0.054 0.011 0.071
N 0.625743 0.853372 4.928696 0.010 -0.018 -0.007
C 1.715633 1.684014 4.854744 -0.008 0.011 0.001
C 1.853179 1.991260 3.532501 -0.004 0.013 0.015
N 0.878806 1.373879 2.800754 0.023 -0.038 0.004
C 0.157068 0.701294 3.658613 0.060 0.024 0.026
C -1.002636 -0.082075 3.279605 -0.032 -0.002 0.004
N -1.594560 -0.019366 2.101912 -0.039 0.031 -0.013
C -2.659001 -0.889108 2.126821 0.008 -0.019 -0.007
C -2.701675 -1.495398 3.337320 -0.022 -0.023 -0.013
N -1.645841 -0.976175 4.056500 0.014 0.017 0.037
H 0.235922 0.487864 5.779074 -0.033 0.024 -0.009
H 2.270006 1.976980 5.728079 0.006 -0.006 -0.001
H 2.592005 2.621737 3.068490 0.003 0.002 0.000
H -3.310449 -0.989934 1.277249 -0.007 -0.005 0.011
H -3.367189 -2.232538 3.746707 -0.004 0.006 0.001
H -1.394276 -1.242683 4.991730 0.025 -0.008 -0.019
C -1.118195 -0.085409 -3.551735 -0.017 -0.024 -0.028
N -0.309964 -1.197819 -3.110972 0.056 0.006 0.047
C 0.739209 -1.732417 -3.966733 0.022 -0.004 -0.005
C 1.284958 -2.898849 -3.136685 -0.018 0.034 -0.018
N 0.168673 -3.150853 -2.234208 -0.007 -0.003 0.023
C -0.664300 -2.078621 -2.153204 0.078 0.090 -0.054
S -1.898409 -1.925190 -1.043547 -0.001 -0.056 0.009
H -0.471222 0.746699 -3.831982 0.007 0.001 0.004
H -1.775646 0.225462 -2.743984 0.012 0.017 -0.002
H -1.725429 -0.367078 -4.418181 -0.006 -0.001 0.001
H 1.496090 -0.974257 -4.172813 -0.005 0.007 -0.014
H 0.317642 -2.068644 -4.920582 -0.019 -0.013 0.008
H 2.183132 -2.609791 -2.587645 0.016 0.001 0.010
H 1.507512 -3.771536 -3.748065 0.019 0.002 0.007
H 0.256504 -3.730031 -1.416802 -0.001 -0.001 -0.008
Cl 1.174494 -1.198839 0.979478 -0.013 -0.062 -0.052
C 1.416602 0.012864 -0.235383 -0.023 0.017 0.054
C 0.478593 1.024825 -0.419106 -0.034 -0.027 -0.035
C 0.728003 1.916117 -1.460641 -0.023 -0.061 0.024
Cl -0.416716 3.176799 -1.763126 0.004 0.066 0.032
C 1.845559 1.821690 -2.287353 0.008 -0.031 0.001
Cl 2.080331 2.926224 -3.584572 -0.004 0.002 -0.024
C 2.775053 0.813411 -2.055929 -0.017 -0.003 0.009
Cl 4.166816 0.674176 -3.058336 0.005 -0.006 -0.012
C 2.567505 -0.087992 -1.015112 0.012 0.014 -0.016
Cl 3.749796 -1.304953 -0.702380 -0.011 -0.022 0.001
```
Positions in Å, forces in eV/Å.

Calculated values
E_HOMO in eV: -7.44
Strongest force on any atom in eV/A: 0.1
Relative energy (zero: lowest compared OMol25 entry of this formula, charge and spin) in kJ/mol: 15.6



Here is a cluster of 2 separate species, C5H7NO in total from OMol25. Energies are from ωB97M-V/def2-TZVPD.

The geometry in XYZ format:
```
14
Properties=species:S:1:pos:R:3:forces:R:3
C 1.410661 -1.273906 -0.588565 0.036 0.191 -0.146
C 1.113377 -0.024001 -0.823076 -0.074 -0.032 0.011
C 0.647278 1.192566 -0.923190 0.018 -0.224 -0.114
C -0.818176 1.485306 -0.663617 -0.201 -0.082 -0.418
O -1.710404 0.874504 -1.208763 0.392 0.292 0.158
H 1.818593 -1.588004 0.370866 -0.074 0.124 -0.135
H 1.213025 -2.049782 -1.321249 0.220 0.138 -0.084
H 1.257763 2.035645 -1.241314 0.000 -0.161 0.051
H -1.005932 2.380944 -0.045532 -0.027 -0.067 -0.200
C -0.933195 -0.904240 1.066291 -0.138 0.226 0.148
N -0.801149 0.308902 1.399739 0.038 -0.397 0.275
H -1.472209 -1.133647 0.141295 -0.037 0.079 0.236
H -0.508380 -1.746632 1.620109 -0.075 0.076 0.006
H -0.211257 0.442344 2.217003 -0.078 -0.164 0.211
```
Positions in Å, forces in eV/Å.

Calculated values
E_HOMO in eV: -9.34
Strongest force on any atom in eV/A: 0.5
Relative energy (zero: lowest compared OMol25 entry of this formula, charge and spin) in kJ/mol: 345.3
SMILES string: C=C=CC=O.C=N